Entry 1:
The following is a DFT calculation (ωB97M-V/def2-TZVPD) of a molecular structure, C32H66As3N2O6SSi4TcTe.

Energy above the lowest of the compared OMol25 structures with the same formula, charge and spin: 15.6 kJ/mol
Expectation value of S²: 3.77
E_HOMO (alpha / beta): -9.573 / -9.760 eV
Total charge: +1
2S+1: 4
E_LUMO (alpha / beta): -3.27 / -3.85 eV

XYZ file:
```
116
C32H66As3N2O6SSi4TcTe | the Open Molecules 2025 dataset | ωB97M-V/def2-TZVPD
Te 1.10 0.84 -0.97
Tc -0.14 -0.67 0.81
As -1.50 -6.24 2.53
As -1.41 -1.84 2.59
As 1.73 -2.40 1.03
S 1.69 1.44 2.19
Si 4.23 2.66 -2.34
Si 1.59 4.83 -0.28
Si 1.97 3.11 -1.87
Si 0.50 3.18 -3.72
O 2.32 1.76 3.44
O 2.63 1.08 1.12
O 0.76 2.47 1.74
O -6.00 2.84 -0.82
O 0.79 0.15 2.39
O -4.06 -1.59 -4.96
N -1.84 0.68 0.70
N -1.38 -1.44 -0.78
C -2.23 -0.59 3.81
C 2.79 4.78 1.16
C -3.35 -1.15 -2.10
C -3.03 2.64 1.33
C -3.87 1.26 -0.42
C -2.51 -5.73 4.14
C -1.06 -2.49 -1.54
C 0.90 1.74 -4.85
C -2.52 -0.76 -1.07
C -3.02 -2.25 -2.88
C -0.04 -4.90 2.28
C -5.15 3.34 0.19
C -0.46 -2.97 3.87
C -1.97 1.77 1.48
C 0.56 -3.98 3.35
C 1.94 -3.86 -0.25
C 4.38 0.96 -3.14
C 1.80 -3.25 2.78
C 4.81 3.97 -3.55
C -1.85 -2.93 -2.58
C -4.00 2.39 0.37
C 2.01 6.38 -1.28
C -0.44 -7.67 3.36
C -0.21 4.90 0.24
C -2.95 -2.86 1.98
C -2.77 0.43 -0.24
C -3.92 -2.65 -4.03
C 5.19 2.71 -0.73
C 0.74 4.78 -4.69
C 1.08 -4.78 4.55
C 3.52 -1.67 0.95
C -1.29 3.08 -3.14
H -3.15 -4.87 3.95
H -6.72 3.46 -0.96
H 3.79 5.08 0.83
H -1.59 3.99 -2.63
H -3.15 -6.58 4.36
H 0.11 4.75 -5.58
H 1.79 -5.55 4.22
H 2.86 3.82 1.66
H 1.60 -4.13 5.25
H 0.76 -5.52 1.86
H -3.51 -3.26 2.82
H -0.50 3.97 0.72
H 6.18 2.27 -0.88
H -1.09 -8.53 3.51
H 0.93 0.78 -4.34
H 1.78 4.90 -5.01
H 0.00 -7.37 4.31
H -1.24 -3.48 4.44
H -1.17 1.95 2.18
H 3.62 -0.89 1.70
H 2.64 -3.96 2.72
H 2.75 -4.50 0.09
H -1.95 2.95 -4.01
H 5.33 3.74 -0.40
H -2.69 -1.13 4.63
H -2.99 -0.01 3.28
H 3.87 0.18 -2.57
H -3.22 -1.46 -5.42
H 4.67 4.98 -3.17
H -0.38 -4.28 1.44
H -4.24 -0.59 -2.34
H 4.23 -2.48 1.11
H 5.88 3.84 -3.74
H -0.34 5.71 0.96
H -1.89 -5.53 5.02
H 1.87 1.89 -5.34
H -1.46 0.08 4.19
H -4.75 4.32 -0.07
H 0.03 -2.26 4.55
H -2.65 -3.67 1.32
H 1.84 7.26 -0.66
H 5.43 0.69 -3.20
H 2.45 5.51 1.90
H -3.55 -3.57 -4.50
H -0.14 -2.99 -1.30
H -4.61 1.06 -1.17
H 3.66 -1.22 -0.03
H -3.60 -2.18 1.42
H 2.22 -3.43 -1.21
H 0.27 -5.27 5.09
H 2.10 -2.45 3.46
H 0.35 -7.96 2.67
H 4.29 3.89 -4.51
H -5.67 3.44 1.14
H 1.40 6.49 -2.18
H 3.06 6.39 -1.59
H -1.46 2.24 -2.46
H -0.86 5.10 -0.61
H 3.97 0.96 -4.15
H 0.14 1.68 -5.63
H 1.04 -4.47 -0.35
H -3.07 3.52 1.97
H 0.46 5.66 -4.11
H -4.92 -2.85 -3.65
H -1.53 -3.79 -3.16
H 4.68 2.16 0.06
```

***

Entry 2:
The following is a DFT calculation (ωB97M-V/def2-TZVPD) of a molecular structure, C32H66F6HgO7P3Sb in a non-equilibrium geometry.

Energy above the lowest of the compared OMol25 structures with the same formula, charge and spin: 882.8 kJ/mol
E_HOMO: -1.001 eV
Total charge: -2
2S+1: 1
E_LUMO: 1.22 eV

XYZ file:
```
116
C32H66F6HgO7P3Sb | the Open Molecules 2025 dataset | ωB97M-V/def2-TZVPD
Hg -3.58 0.96 3.38
Sb -8.88 -1.58 3.24
P -9.19 3.91 2.91
P 2.74 -3.14 -3.76
P 4.23 -1.21 -1.68
F -8.99 -2.28 1.22
F -7.21 -1.11 4.33
F -8.31 0.04 2.28
F -4.29 -5.99 0.46
F -10.80 -1.62 3.00
F -5.87 -4.61 1.89
O -9.44 5.51 2.53
O -2.08 -3.11 -3.73
O 2.06 -3.79 -2.62
O 5.38 -0.21 -2.08
O 5.00 -2.25 -0.87
O 3.58 -4.15 -4.68
O 2.95 -0.78 -1.19
C -2.41 -5.32 -2.82
C -0.22 0.34 6.12
C 1.91 -6.06 -4.50
C 1.81 2.64 3.84
C -0.60 1.83 -6.09
C -0.59 2.19 4.88
C 5.01 -4.62 -1.08
C -6.84 3.30 3.14
C -0.30 -0.59 7.12
C -1.47 -0.04 2.10
C -1.42 3.38 4.32
C 3.23 -5.70 -5.07
C 2.01 -0.39 5.14
C 1.28 6.44 -0.11
C -2.35 -3.79 -2.73
C 4.83 -3.55 -0.09
C -0.34 0.56 -8.06
C -1.14 1.38 5.84
C 3.58 -3.50 0.74
C 5.31 1.11 0.07
C -7.75 3.52 1.88
C 0.81 1.94 4.63
C 3.23 -5.77 -6.54
C 2.07 6.75 -1.28
C 0.95 0.64 5.23
C 6.52 2.02 -1.92
C 6.10 0.72 -1.17
C -7.16 4.44 0.74
C 3.33 5.81 -1.33
C -1.19 1.37 -7.17
C 4.09 -1.94 -3.56
C -2.35 1.71 6.63
H -1.26 4.27 4.94
H -1.08 2.50 -5.37
H -2.19 1.70 -7.29
H 6.71 2.61 -1.00
H 1.95 7.71 -1.87
H 1.69 2.52 2.75
H -1.16 -0.51 7.79
H 3.83 -4.01 1.72
H 0.16 -0.33 -7.51
H -2.40 -5.53 -4.05
H -1.96 1.91 7.67
H -6.10 4.62 1.03
H -5.88 3.03 2.69
H 0.49 -1.36 7.33
H 0.48 1.88 -6.03
H -2.51 3.18 4.21
H 5.72 -3.45 0.58
H 4.14 -4.48 -1.73
H 0.68 5.54 -0.27
H 3.18 -4.73 -6.90
H -8.25 2.56 1.50
H -0.57 0.28 2.56
H 2.58 -0.34 4.24
H -10.44 5.68 2.40
H -2.14 0.59 1.78
H 1.63 -7.10 -4.61
H -3.15 -5.91 -2.29
H 0.53 7.28 -0.03
H 3.29 -2.45 0.84
H 2.81 2.28 3.99
H 1.78 3.69 4.07
H -0.91 0.01 -8.76
H 2.70 -3.95 0.23
H 4.79 -5.58 -0.67
H -3.06 0.86 6.56
H 1.55 -1.42 5.20
H 5.90 -4.53 -1.61
H -1.14 3.54 3.31
H 1.68 6.62 0.91
H 3.98 6.15 -0.49
H 4.22 -6.12 -6.80
H 4.41 1.78 -0.14
H -7.36 2.48 3.67
H 4.04 -6.13 -4.41
H -2.84 -3.43 -1.81
H 3.69 -1.22 -4.28
H 1.26 -5.51 -5.16
H -5.13 -5.17 1.40
H -7.30 3.85 -0.17
H 1.83 -5.67 -3.47
H 4.97 0.21 0.59
H -6.86 4.16 3.83
H 5.57 2.40 -2.34
H 5.19 -2.30 -3.84
H -2.98 2.57 6.25
H 2.49 -6.48 -6.94
H 3.11 4.77 -1.15
H 2.74 -0.49 5.98
H 7.04 0.16 -0.98
H 3.77 5.88 -2.34
H -1.81 -0.70 3.00
H -7.61 5.42 0.51
H 5.90 1.59 0.90
H 0.68 1.02 -8.34
H -1.46 -5.86 -2.52
H 7.16 2.05 -2.75
```